Entry 1:
Density functional theory data (ωB97M-V with the def2-TZVPD basis set) for a single C21H35N3O4 molecule in a non-equilibrium geometry.

Structure (XYZ):
```
63
C21H35N3O4 | OMol25 | ωB97M-V with the def2-TZVPD basis set
O -0.1231 -1.5245 -2.2839
O -3.7554 -2.5252 0.6279
O 1.2361 5.6959 0.7477
O 0.1728 3.6996 -1.7949
N -4.2179 -4.2266 -0.8019
N -1.8157 -1.5329 -0.8107
N 0.0692 1.8912 -0.4947
C 0.4433 3.6224 3.3026
C -4.3478 -5.8539 1.1220
C -0.5845 4.0878 0.4750
C 0.1944 -0.1769 -0.3024
C -5.3310 -6.6034 2.0394
C 0.5380 4.6676 1.4093
C -0.6897 0.9262 0.3413
C -0.0270 3.2185 -0.6822
C 1.0694 -1.0044 0.6835
C -2.6833 -2.4694 -1.5080
C 1.7364 -0.1627 2.9826
C -3.3577 -6.8409 0.4696
C 0.0138 5.0155 2.8164
C 1.9138 -0.1901 1.6518
C 1.4156 3.6113 2.1148
C -3.6082 -3.0878 -0.4585
C -5.1019 -4.9775 0.0910
C -1.5523 5.1859 -0.0505
C -3.4805 -1.7362 -2.6019
C 0.9521 0.8871 -1.1407
C -0.6110 -1.1253 -1.2278
H 0.4354 -1.6849 1.2569
H -3.7731 -5.1799 1.7617
H 0.5581 5.8393 3.2821
H -5.9976 -5.9119 2.5565
H 1.5603 2.6706 1.5875
H -5.9504 -7.3054 1.4793
H -4.0987 -0.9419 -2.1815
H 0.9027 3.5856 4.2917
H -2.0102 5.7493 0.7614
H -2.3579 4.7568 -0.6479
H -2.5964 -6.3185 -0.1108
H -4.0385 -4.6126 -1.7163
H -1.0445 5.2695 2.8792
H -5.7454 -5.6107 -0.5226
H 0.9557 -0.7359 3.4627
H 2.7109 0.3973 1.2149
H 0.8001 0.8348 -2.2224
H -0.3427 2.8670 3.2388
H 1.7503 -1.6463 0.1196
H 2.0060 1.0222 -0.8967
H -2.8127 -1.2851 -3.3372
H -4.1393 -2.4194 -3.1381
H 1.9645 5.9815 1.2999
H 2.4150 3.9793 2.3534
H -3.8657 -7.5370 -0.1988
H -1.2064 3.4261 1.0735
H -4.8023 -7.1715 2.8062
H -0.5404 1.0751 1.4119
H -1.7494 0.8989 0.0788
H 2.3741 0.4366 3.6172
H -5.7786 -4.2918 0.6097
H -1.0298 5.8999 -0.6902
H -2.8322 -7.4295 1.2227
H -2.1749 -1.2911 0.1045
H -2.0755 -3.2601 -1.9528
```

The strongest force on any atom is 0.0446 Eh/bohr. The calculation puts the total energy at -1286.40218 a.u. Its spin multiplicity is 1. As for the frontier orbital gap: 0.34573 hartree. Its HOMO energy is -8.88 eV. The energy above the lowest of the compared OMol25 structures with the same formula, charge and spin is 36.7 kcal/mol. The SMILES is C=CCC1(C(=O)N[C@H](C)C(=O)NCC(C)C)CN(C(=O)[C@H](C)C2(O)CCC2)C1.

Table of natural (NBO) atomic charges, one value per atom, all in e: atom 1 (O): -0.64, atom 2 (O): -0.65, atom 3 (O): -0.71, atom 4 (O): -0.60, atom 5 (N): -0.60, atom 6 (N): -0.62, atom 7 (N): -0.46, atom 8 (C): -0.41, atom 9 (C): -0.23, atom 10 (C): -0.30, atom 11 (C): -0.12, atom 12 (C): -0.61, atom 13 (C): 0.28, atom 14 (C): -0.21, atom 15 (C): 0.69, atom 16 (C): -0.43, atom 17 (C): -0.13, atom 18 (C): -0.39, atom 19 (C): -0.61, atom 20 (C): -0.43, atom 21 (C): -0.18, atom 22 (C): -0.43, atom 23 (C): 0.68, atom 24 (C): -0.22, atom 25 (C): -0.60, atom 26 (C): -0.61, atom 27 (C): -0.19, atom 28 (C): 0.69, atom 29 (H): 0.21, atom 30 (H): 0.21, atom 31 (H): 0.21, atom 32 (H): 0.21, atom 33 (H): 0.21, atom 34 (H): 0.20, atom 35 (H): 0.22, atom 36 (H): 0.21, atom 37 (H): 0.20, atom 38 (H): 0.21, atom 39 (H): 0.21, atom 40 (H): 0.40, atom 41 (H): 0.20, atom 42 (H): 0.20, atom 43 (H): 0.19, atom 44 (H): 0.20, atom 45 (H): 0.23, atom 46 (H): 0.20, atom 47 (H): 0.23, atom 48 (H): 0.19, atom 49 (H): 0.24, atom 50 (H): 0.21, atom 51 (H): 0.47, atom 52 (H): 0.21, atom 53 (H): 0.20, atom 54 (H): 0.21, atom 55 (H): 0.22, atom 56 (H): 0.20, atom 57 (H): 0.20, atom 58 (H): 0.20, atom 59 (H): 0.22, atom 60 (H): 0.24, atom 61 (H): 0.22, atom 62 (H): 0.43, atom 63 (H): 0.22



Entry 2:
Density functional theory data (ωB97M-V with the def2-TZVPD basis set) for C28H22Cl2OZn as an isolated structure in a non-equilibrium geometry.

Structure (XYZ):
```
54
C28H22Cl2OZn | OMol25 | ωB97M-V with the def2-TZVPD basis set
Zn -2.3832 6.1625 2.9633
Cl -2.6298 4.0628 3.0874
Cl -1.7123 8.1152 3.3902
O -2.1113 -0.7606 -0.0753
C 4.8057 4.6357 0.7170
C 0.6996 2.0653 1.2401
C -0.5276 1.6974 7.0670
C -0.3947 1.6727 2.0683
C 0.3669 1.9275 6.0176
C 2.5493 3.7160 0.8268
C -2.9528 0.3113 -2.0771
C -3.1747 -0.1858 -0.7864
C 0.6564 5.5596 5.8509
C 3.6647 4.0134 -1.3285
C 0.0212 0.3472 -0.3712
C 4.8172 4.4726 -0.6772
C 1.4261 5.2160 4.7054
C 0.7239 3.2436 5.7093
C -4.0089 0.9519 -2.7271
C 1.4390 3.2226 1.5823
C -4.4325 -0.1382 -0.1757
C 0.1337 4.3587 6.4382
C 3.6952 4.2685 1.4638
C 2.5237 3.7072 -0.5995
C -1.1190 0.0972 0.4076
C -0.7595 4.0934 7.4911
C 0.9660 1.2307 0.0999
C 1.5763 3.8041 4.6982
C -5.4535 0.5556 -0.8204
C -1.0882 2.7727 7.7878
C -1.3057 0.7331 1.6461
C -5.2498 1.0817 -2.0981
H -3.8419 1.3246 -3.7313
H -0.7893 0.6823 7.3476
H 5.7055 4.7247 -1.2610
H 1.5916 3.4591 -1.1057
H -4.5693 -0.6316 0.7904
H -6.0695 1.5815 -2.6143
H 0.7947 1.1172 5.4239
H -1.9736 0.1696 -2.5370
H -6.4173 0.6498 -0.3196
H 2.2293 3.2096 4.0706
H -1.1945 4.9333 8.0441
H 0.4381 6.5579 6.2256
H -2.2012 0.5147 2.2248
H 5.6827 5.0552 1.2051
H 1.8146 5.9173 3.9559
H -1.8168 2.5781 8.5758
H -0.5016 2.1547 3.0443
H 3.6747 4.3602 2.5500
H 0.1276 -0.1328 -1.3425
H 1.0918 3.8133 2.4328
H 1.9126 1.3185 -0.4224
H 3.6284 3.8942 -2.4127
```

The strongest force on any atom is 0.0372 Eh/bohr. The calculation puts the total energy at -3855.13579 a.u. Its spin multiplicity is 1. As for the frontier orbital gap: 0.11194 hartree. Its HOMO energy is 0.50 eV. Its total charge is -2. The energy above the lowest of the compared OMol25 structures with the same formula, charge and spin is 45.5 kcal/mol.

Table of natural (NBO) atomic charges, one value per atom, all in e: atom 1 (Zn): 1.43, atom 2 (Cl): -0.69, atom 3 (Cl): -0.74, atom 4 (O): -0.55, atom 5 (C): -0.24, atom 6 (C): 0.00, atom 7 (C): -0.31, atom 8 (C): -0.25, atom 9 (C): -0.23, atom 10 (C): -0.01, atom 11 (C): -0.26, atom 12 (C): 0.34, atom 13 (C): -0.41, atom 14 (C): -0.23, atom 15 (C): -0.28, atom 16 (C): -0.33, atom 17 (C): -0.27, atom 18 (C): -0.03, atom 19 (C): -0.21, atom 20 (C): -0.48, atom 21 (C): -0.26, atom 22 (C): -0.12, atom 23 (C): -0.20, atom 24 (C): -0.25, atom 25 (C): 0.19, atom 26 (C): -0.23, atom 27 (C): -0.30, atom 28 (C): -0.40, atom 29 (C): -0.21, atom 30 (C): -0.30, atom 31 (C): -0.27, atom 32 (C): -0.26, atom 33 (H): 0.20, atom 34 (H): 0.18, atom 35 (H): 0.18, atom 36 (H): 0.21, atom 37 (H): 0.22, atom 38 (H): 0.20, atom 39 (H): 0.19, atom 40 (H): 0.23, atom 41 (H): 0.20, atom 42 (H): 0.21, atom 43 (H): 0.18, atom 44 (H): 0.18, atom 45 (H): 0.20, atom 46 (H): 0.18, atom 47 (H): 0.19, atom 48 (H): 0.17, atom 49 (H): 0.22, atom 50 (H): 0.21, atom 51 (H): 0.18, atom 52 (H): 0.23, atom 53 (H): 0.20, atom 54 (H): 0.18



Entry 3:
Density functional theory data (ωB97M-V with the def2-TZVPD basis set) for a single C2H8NO2P molecule in a non-equilibrium geometry.

Structure (XYZ):
```
14
C2H8NO2P | OMol25 | ωB97M-V with the def2-TZVPD basis set
P -0.2500 0.6820 0.6755
O -0.4125 1.5690 1.8074
O -1.7568 -0.0176 0.5558
N -2.2556 -0.5588 -0.6083
C 0.9157 -0.7830 0.9337
C 0.1829 1.4489 -0.9294
H 1.2696 -1.4165 0.1899
H 1.8471 -0.3422 1.0703
H 0.4035 -1.2339 1.7512
H -1.5941 -1.1253 -1.1485
H 0.7706 0.6574 -1.5909
H 1.0248 2.1267 -0.7053
H -0.5341 1.7711 -1.6795
H -2.6034 0.2389 -1.2312
```

The strongest force on any atom is 0.0714 Eh/bohr. The calculation puts the total energy at -627.54673 a.u. Its spin multiplicity is 1. As for the frontier orbital gap: 0.37414 hartree. Its HOMO energy is -9.62 eV. The energy above the lowest of the compared OMol25 structures with the same formula, charge and spin is 68.6 kcal/mol. The SMILES is CP(C)(=O)ON.

Table of natural (NBO) atomic charges, one value per atom, all in e: atom 1 (P): 2.12, atom 2 (O): -1.07, atom 3 (O): -0.65, atom 4 (N): -0.52, atom 5 (C): -1.00, atom 6 (C): -1.06, atom 7 (H): 0.24, atom 8 (H): 0.24, atom 9 (H): 0.25, atom 10 (H): 0.33, atom 11 (H): 0.24, atom 12 (H): 0.27, atom 13 (H): 0.26, atom 14 (H): 0.34